Record 1
A 10-piece molecular cluster, C20H60O10 overall in a non-equilibrium geometry. Source: OMol25; level of theory: the ωB97M-V functional and the def2-TZVPD basis.

Calculated values
SMILES string   CCO.CCO.CCO.CCO.CCO.CCO.CCO.CCO.CCO.CCO
HOMO-LUMO gap   9.921 eV
ΔE to the lowest compared entry with this formula, charge and spin   120.4 kJ/mol
DFT total energy   -42185.551 eV
LUMO level   0.2936 eV

Structure (XYZ):
```
90
Properties=species:S:1:pos:R:3:mulliken_charge:R:1
C -31.90728 14.63995 -29.41248 -1.3089
C -30.51508 14.05492 -29.38877 0.2447
O -30.60064 12.69803 -29.82910 -0.5532
H -32.55474 14.03522 -28.77835 0.3155
H -32.30358 14.65219 -30.42822 0.2979
H -31.93298 15.66752 -29.04527 0.3711
H -30.10545 14.09499 -28.37316 0.1594
H -29.82442 14.59627 -30.04501 0.1705
H -29.80957 12.24186 -29.50392 0.3379
C -21.50552 10.49017 -25.77765 -0.5674
C -20.48638 10.05828 -26.81882 -0.5184
O -21.10869 9.53774 -28.00358 -0.5164
H -22.23901 11.17113 -26.21003 0.0329
H -20.95447 11.00186 -24.98395 0.2492
H -22.01593 9.63924 -25.32680 0.3615
H -19.87253 9.28181 -26.35603 0.4477
H -19.88342 10.91116 -27.13391 0.2368
H -20.79333 8.63906 -28.11824 0.2934
C -25.07274 16.02693 -22.99428 -0.4492
C -25.71169 15.89698 -21.63660 -0.2745
O -26.37312 17.12377 -21.33246 -0.5396
H -24.28412 16.78439 -22.98340 0.2659
H -25.74050 16.29242 -23.81204 0.4570
H -24.57004 15.09388 -23.25971 -0.2643
H -24.97539 15.67983 -20.85494 0.2746
H -26.43948 15.07498 -21.62444 0.2471
H -26.76933 17.08578 -20.45900 0.3004
C -22.84932 12.31529 -22.37343 -0.4897
C -22.72731 13.49948 -21.42031 0.1738
O -23.28184 13.15424 -20.16565 -0.5435
H -22.37702 12.53470 -23.33564 -0.0748
H -23.88551 12.00856 -22.51055 0.0907
H -22.30965 11.44995 -21.97464 0.4788
H -23.30592 14.32028 -21.83219 -0.2501
H -21.67537 13.80074 -21.40374 0.2652
H -22.71916 12.52815 -19.70391 0.3273
C -21.82535 15.35784 -25.18778 -0.3670
C -21.05981 16.18096 -24.16969 -0.2917
O -21.64923 17.47072 -24.15202 -0.5512
H -21.68526 15.75838 -26.19042 0.2955
H -22.89537 15.39730 -24.97345 -0.0945
H -21.51373 14.31185 -25.17904 0.1586
H -20.01464 16.22192 -24.50268 0.3873
H -21.07601 15.74932 -23.16335 0.1828
H -21.18103 18.06681 -23.56289 0.2953
C -26.59725 15.84526 -28.41897 -0.3967
C -26.29486 16.17480 -29.86196 -0.2944
O -24.95523 16.65972 -29.92576 -0.5183
H -25.88895 15.10141 -28.03623 -0.1839
H -27.57146 15.35933 -28.32352 0.1324
H -26.56124 16.67187 -27.71171 0.3569
H -27.00861 16.92685 -30.21451 0.3616
H -26.41525 15.28657 -30.48959 0.2505
H -24.81747 17.16833 -30.72898 0.2624
C -21.75993 13.02693 -29.22044 -1.0295
C -22.91222 13.96099 -29.50543 0.1305
O -22.81236 15.14995 -28.72584 -0.4603
H -21.57309 12.92147 -28.15254 0.0526
H -20.86035 13.40644 -29.70529 0.3584
H -22.00850 12.05557 -29.65018 0.3633
H -23.88682 13.49172 -29.30610 0.0492
H -22.91511 14.22705 -30.57183 0.2514
H -23.61294 15.66084 -28.91534 0.2890
C -29.54995 8.87722 -29.02856 -1.1478
C -29.28440 10.00611 -28.02642 -0.0712
O -28.58526 11.08778 -28.63508 -0.5823
H -28.60593 8.62106 -29.51612 0.3131
H -30.24552 9.19233 -29.80661 0.2869
H -29.94480 7.99542 -28.52734 0.3706
H -28.67934 9.57577 -27.21939 0.1927
H -30.21129 10.35939 -27.58476 0.3079
H -27.75608 10.76626 -29.00495 0.2413
C -28.05829 10.53090 -23.92129 -0.5578
C -27.64901 9.79539 -22.65997 -0.3486
O -27.84955 8.39295 -22.80383 -0.5265
H -29.11925 10.39009 -24.12963 0.3409
H -27.50362 10.16201 -24.78895 0.0585
H -27.84740 11.60251 -23.89294 0.2368
H -28.23035 10.13368 -21.80142 0.3109
H -26.61311 10.05496 -22.41151 0.1685
H -27.04161 8.01919 -23.16543 0.3060
C -25.40641 13.14368 -25.41635 -0.6054
C -26.09386 12.33202 -26.48688 -0.0501
O -27.43952 12.75684 -26.59654 -0.5851
H -25.84251 12.95913 -24.43086 0.1652
H -25.47371 14.21991 -25.57677 0.1583
H -24.35350 12.85763 -25.35077 0.0852
H -26.01263 11.27175 -26.21184 0.4389
H -25.60403 12.48432 -27.45904 0.1388
H -27.91262 12.18127 -27.21823 0.3152
```


Record 2
A 10-piece molecular cluster, C20H60O10 overall in a non-equilibrium geometry. Source: OMol25; level of theory: the ωB97M-V functional and the def2-TZVPD basis.

Calculated values
SMILES string   CCO.CCO.CCO.CCO.CCO.CCO.CCO.CCO.CCO.CCO
HOMO-LUMO gap   10.255 eV
ΔE to the lowest compared entry with this formula, charge and spin   510.7 kJ/mol
DFT total energy   -42181.505 eV
LUMO level   0.3770 eV

Structure (XYZ):
```
90
Properties=species:S:1:pos:R:3:mulliken_charge:R:1
C 6.33584 -1.63983 5.57437 -0.9750
C 6.48174 -2.32196 6.88702 -0.1740
O 5.28322 -2.29486 7.65879 -0.5338
H 5.71053 -0.74708 5.56533 0.3116
H 6.12386 -2.38353 4.80620 0.2560
H 7.33456 -1.41432 5.20047 0.3188
H 7.30789 -1.84717 7.41631 0.2519
H 6.78438 -3.36467 6.79080 0.2479
H 5.44709 -2.52815 8.57547 0.2964
C 1.56812 -2.96606 -8.06900 -0.9878
C 0.52743 -1.99799 -8.67354 -0.2307
O -0.44880 -1.74341 -7.72404 -0.4915
H 1.95195 -2.59437 -7.11893 0.2898
H 2.43987 -3.07012 -8.71501 0.3178
H 1.10121 -3.93530 -7.89388 0.2621
H -0.05659 -2.47784 -9.45889 0.3091
H 1.01945 -1.06781 -8.95776 0.1996
H -1.23355 -2.03884 -8.19147 0.3316
C -4.73654 4.56330 5.77016 -0.9132
C -5.09717 4.77123 7.33799 -0.3254
O -6.26612 5.53793 7.44576 -0.5085
H -5.37881 3.78629 5.35563 0.2457
H -3.72163 4.18029 5.87677 0.2844
H -4.69927 5.45748 5.14794 0.3522
H -4.22197 5.29166 7.72695 0.2660
H -5.28651 3.76947 7.72365 0.2897
H -6.11970 6.39350 7.03569 0.3092
C -10.34191 -4.57608 -2.56488 -1.0508
C -9.16356 -5.25461 -1.85043 -0.1851
O -7.96629 -4.58192 -2.22852 -0.5024
H -11.32163 -5.04726 -2.48600 0.3216
H -10.12239 -4.42124 -3.62126 0.2931
H -10.35476 -3.52312 -2.28346 0.2785
H -8.94368 -6.26968 -2.18117 0.3074
H -9.29891 -5.26955 -0.76897 0.2126
H -7.39439 -5.34485 -2.34023 0.3250
C 5.71193 8.00402 1.20835 -0.8352
C 5.53861 6.67735 1.87731 -0.2862
O 4.17458 6.41249 2.07036 -0.5302
H 5.76180 8.75819 1.99375 0.2199
H 4.84336 8.17597 0.57266 0.2779
H 6.60246 8.07532 0.58387 0.3115
H 6.21510 6.49105 2.71144 0.3080
H 5.96321 5.92478 1.21290 0.2236
H 3.71286 6.06771 1.30255 0.3111
C 3.11021 -7.78754 3.67039 -0.8988
C 2.33624 -9.06412 3.98861 -0.2622
O 2.69295 -10.05505 3.01863 -0.5319
H 2.90994 -7.09398 4.48708 0.3051
H 2.66191 -7.27688 2.81813 0.3012
H 4.17852 -7.99265 3.60170 0.2595
H 1.25735 -8.91351 3.95078 0.2574
H 2.63035 -9.37017 4.99256 0.2728
H 2.26193 -9.93670 2.16904 0.2969
C 7.18373 -2.59077 -2.26318 -1.1487
C 8.67675 -2.13271 -2.43973 -0.1360
O 9.38184 -2.74534 -1.35544 -0.5004
H 6.64970 -2.11481 -1.44076 0.3110
H 7.10110 -3.66758 -2.11566 0.3638
H 6.66047 -2.07450 -3.06802 0.3102
H 8.80652 -1.05513 -2.54010 0.2986
H 8.94934 -2.51005 -3.42533 0.2048
H 8.92817 -3.57193 -1.17513 0.2967
C -1.47578 7.24963 -1.08715 -1.0165
C -0.80611 6.51296 -2.28498 -0.2196
O -0.05647 5.53069 -1.64074 -0.4813
H -2.13851 8.02505 -1.47136 0.3441
H -0.77346 7.76857 -0.43482 0.2845
H -2.08623 6.58332 -0.47763 0.2760
H -0.22268 7.33361 -2.70239 0.1833
H -1.53409 6.14956 -3.01031 0.3204
H -0.39924 4.71941 -2.02277 0.3089
C -7.56757 3.62436 -3.64351 -0.8687
C -7.28399 2.25113 -2.99411 -0.1801
O -7.32905 1.29225 -4.01000 -0.5120
H -6.59695 4.11303 -3.72830 0.2242
H -8.32152 4.10110 -3.01711 0.2584
H -7.99166 3.55832 -4.64545 0.2788
H -7.94889 2.21494 -2.13115 0.2731
H -6.28941 2.29399 -2.55017 0.2402
H -7.17059 0.43561 -3.60670 0.2862
C 0.05360 -0.66745 0.57559 -1.0096
C -0.41650 -1.16073 -0.79523 -0.1950
O -0.71469 -0.04343 -1.64781 -0.5211
H 0.21421 -1.47376 1.29123 0.3337
H -0.52284 0.19606 0.90753 0.2935
H 1.05711 -0.25681 0.46407 0.2650
H -1.24562 -1.86014 -0.68797 0.2764
H 0.33558 -1.76543 -1.30198 0.2639
H -0.91257 -0.38882 -2.52140 0.2932
```